# 1
{
  "formula": "C2H4N2S",
  "method": "the ωB97M-V functional and the def2-TZVPD basis",
  "spin_multiplicity": 1,
  "homo_energy_ev": -8.8,
  "charge": 0,
  "energy_ha": -586.1366,
  "lumo_energy_ha": 0.0145,
  "e_above_lowest_kj_mol": 414.3,
  "symbols": ["C", "C", "N", "N", "S", "H", "H", "H", "H"],
  "positions_angstrom": [[0.391, 0.000, 0.234], [0.520, 0.229, -1.294], [-0.385, 1.264, 0.506], [-0.542, 1.672, -0.869], [1.132, 1.887, -1.441], [-0.110, -0.925, 0.708], [1.429, -0.143, 0.539], [0.686, -0.482, -2.108], [-1.229, 1.108, 1.028]],
  "nbo_charge": [-0.29, -0.25, -0.50, -0.30, 0.32, 0.21, 0.21, 0.23, 0.37]
}

=====

# 2
{
  "formula": "C2H4N2S",
  "method": "the ωB97M-V functional and the def2-TZVPD basis",
  "spin_multiplicity": 1,
  "homo_energy_ev": -8.4,
  "charge": 0,
  "energy_ha": -586.2328,
  "lumo_energy_ha": 0.0140,
  "e_above_lowest_kj_mol": 161.6,
  "symbols": ["C", "C", "H", "H", "H", "H", "N", "N", "S"],
  "positions_angstrom": [[1.486, -0.877, -0.087], [-1.501, 0.489, 0.090], [2.134, -0.146, -0.544], [1.932, -1.873, 0.034], [0.319, 1.296, 0.014], [-2.006, -0.398, 0.344], [0.332, -0.715, 0.377], [-0.206, 0.443, -0.038], [-2.489, 1.781, -0.190]],
  "nbo_charge": [-0.08, -0.05, 0.16, 0.19, 0.39, 0.21, -0.22, -0.43, -0.17]
}

=====

# 3
{
  "formula": "C2H4N2S2",
  "method": "the ωB97M-V functional and the def2-TZVPD basis",
  "spin_multiplicity": 1,
  "homo_energy_ev": -9.0,
  "charge": 0,
  "energy_ha": -984.4532,
  "lumo_energy_ha": -0.0136,
  "e_above_lowest_kj_mol": 161.9,
  "symbols": ["C", "C", "H", "H", "H", "H", "N", "N", "S", "S"],
  "positions_angstrom": [[0.278, 1.161, 0.474], [-0.042, -1.828, -1.133], [-0.374, 2.988, 0.485], [0.957, 1.428, -0.354], [-0.480, -0.381, 1.605], [0.351, -2.693, -1.675], [-0.535, 2.072, 0.980], [0.277, -0.139, 0.976], [1.040, -1.396, 0.156], [-1.473, -1.213, -1.514]],
  "nbo_charge": [0.26, -0.55, 0.35, 0.18, 0.42, 0.22, -0.69, -0.79, 0.54, 0.05]
}

=====

# 4
{
  "formula": "C2H4N2S2",
  "method": "the ωB97M-V functional and the def2-TZVPD basis",
  "spin_multiplicity": 1,
  "homo_energy_ev": -8.7,
  "charge": 0,
  "energy_ha": -984.4103,
  "lumo_energy_ha": -0.0143,
  "e_above_lowest_kj_mol": 274.7,
  "symbols": ["C", "C", "H", "H", "H", "H", "N", "N", "S", "S"],
  "positions_angstrom": [[0.547, -0.588, 0.494], [0.965, 1.898, -0.730], [-1.293, -2.203, 0.825], [-2.415, -1.089, 0.221], [0.713, -1.390, 1.147], [-0.059, 1.720, -1.030], [-1.525, -1.553, 0.075], [-0.508, -0.630, -0.202], [1.698, 0.788, 0.495], [1.877, 3.048, -1.295]],
  "nbo_charge": [-0.11, -0.48, 0.33, 0.37, 0.17, 0.23, -0.65, -0.27, 0.30, 0.11]
}

=====

Let's list Kohn-Sham gap in order: 9.156 8.828 8.618 8.268 eV.